# C33H83NO14

A 10-piece molecular cluster, C33H83NO14 overall (ωB97M-V/def2-TZVPD, the Open Molecules 2025 dataset).

XYZ file:
```
131
Properties=species:S:1:pos:R:3:forces:R:3:mulliken_charge:R:1
N 2.50807 1.93463 0.15988 -0.466 0.335 4.848 -0.435
O 2.88581 1.89469 -1.13455 -0.633 3.402 -5.691 -0.069
C 2.18384 2.93710 -1.93057 -5.351 0.782 -0.903 0.547
O 0.82932 2.98300 -2.06430 9.621 -0.351 0.906 -0.511
O 3.06252 3.97554 -2.54742 -1.834 -3.301 2.830 -0.291
C 4.03269 4.32812 -1.48999 0.771 0.969 1.195 0.020
C 4.66928 5.82851 -1.69939 1.114 -0.740 0.329 -0.567
C 4.62946 6.59270 -0.24696 0.949 0.584 -0.182 -0.696
C 3.44154 7.71064 -0.08358 1.828 1.197 1.156 0.257
O 2.34290 7.60385 -1.05561 -1.700 -3.307 2.294 -0.330
C 1.32174 6.62760 -0.64762 -1.734 -0.589 4.596 0.241
O 0.92836 6.35267 0.59826 3.144 1.885 -7.392 -0.501
H 3.40932 1.81558 0.71205 -1.355 0.335 -0.848 0.263
H 2.11351 2.87327 0.42773 0.554 -1.155 -0.429 0.215
H 3.41576 4.37374 -0.47035 1.596 -0.226 -2.077 0.022
H 4.92370 3.55152 -1.43443 -2.114 1.470 -0.061 0.231
H 4.21681 6.43495 -2.59212 0.536 -1.212 1.953 0.266
H 5.82431 5.67239 -1.95783 -2.582 0.336 0.470 0.319
H 4.65079 5.83732 0.67713 -0.261 1.470 -2.216 0.310
H 5.65951 7.18999 -0.16258 -2.315 -1.206 -0.080 0.370
H 3.11521 7.70883 1.04052 0.131 0.000 -2.376 -0.311
H 3.94729 8.77493 -0.27326 -1.407 -2.367 0.200 0.325
H 0.74379 6.06398 -1.52443 1.594 1.612 1.522 0.304
C 0.23497 -0.06767 -5.36124 -0.196 -0.057 -0.208 -0.772
C 1.73218 -0.02269 -5.62149 -0.285 0.075 0.628 0.249
C 2.50263 -0.79062 -4.55920 0.305 -0.197 -0.037 -1.141
O 2.16889 1.33391 -5.63340 0.180 0.259 -0.049 -0.544
H -0.00918 0.39144 -4.39665 0.097 -0.116 0.012 0.314
H -0.30586 0.49943 -6.12657 0.171 -0.182 0.046 0.166
H -0.13511 -1.09767 -5.36155 -0.016 0.145 0.004 0.149
H 1.94691 -0.44487 -6.60922 0.057 0.256 0.075 0.346
H 2.33885 -0.35713 -3.56613 -0.148 -0.036 -0.067 0.170
H 3.57950 -0.73925 -4.75238 -0.148 -0.045 -0.048 0.333
H 2.20059 -1.84231 -4.53545 0.032 0.096 0.042 0.366
H 1.98217 1.71689 -4.76014 -0.010 -0.191 -0.382 0.299
C -3.34680 1.88850 -4.21990 0.167 0.179 0.186 -1.029
C -3.23947 0.89612 -5.36667 -0.590 0.273 0.230 0.767
C -4.46853 0.94686 -6.26030 -0.031 -0.089 -0.359 -1.461
O -3.09256 -0.42004 -4.84002 0.126 -0.532 0.101 -0.346
H -4.21123 1.66239 -3.58548 0.035 -0.007 -0.167 0.184
H -2.46096 1.83219 -3.57807 -0.057 0.043 -0.145 0.194
H -3.44514 2.91301 -4.59217 0.029 -0.087 0.032 0.414
H -2.34429 1.11388 -5.95926 -0.121 -0.254 0.140 0.058
H -5.37275 0.68737 -5.69820 0.098 0.136 0.078 0.312
H -4.38289 0.21880 -7.07406 0.068 0.134 0.071 0.351
H -4.60051 1.94311 -6.69380 -0.023 -0.107 0.049 0.387
H -3.88303 -0.62200 -4.31230 0.274 0.237 -0.207 0.277
C -3.87091 -4.29206 -6.72844 -0.288 -0.041 -0.233 -1.192
C -2.37369 -4.24709 -6.98868 -0.143 0.256 0.623 0.369
C -1.60325 -5.01501 -5.92640 0.290 -0.228 -0.033 -1.238
O -1.93699 -2.89049 -7.00059 0.118 0.033 -0.082 -0.485
H -4.11506 -3.83296 -5.76384 0.122 -0.108 -0.011 0.250
H -4.41174 -3.72496 -7.49376 0.115 -0.125 0.062 0.308
H -4.24099 -5.32207 -6.72875 -0.007 0.099 0.027 0.394
H -2.15896 -4.66926 -7.97641 0.050 0.230 0.074 0.314
H -1.76702 -4.58153 -4.93333 -0.137 -0.033 -0.093 0.287
H -0.52637 -4.96364 -6.11958 -0.163 -0.039 -0.047 0.302
H -1.90529 -6.06671 -5.90265 0.044 0.085 0.049 0.408
H -2.12370 -2.50751 -6.12734 -0.044 0.037 -0.307 0.240
C 2.75459 -1.50757 1.85354 -0.204 0.191 -0.278 -1.092
C 4.26847 -1.44045 1.97640 -0.332 -0.427 0.508 0.432
C 4.82488 -2.68158 2.65591 0.242 -0.107 -0.057 -0.818
O 4.63034 -0.28671 2.73082 0.060 0.415 0.068 -0.571
H 2.28349 -1.56808 2.84108 0.129 -0.134 -0.012 0.304
H 2.36692 -0.60233 1.37388 0.056 -0.158 -0.027 0.251
H 2.44435 -2.37637 1.26465 -0.009 0.074 0.063 0.300
H 4.71415 -1.33453 0.98137 0.018 0.208 0.175 0.316
H 4.42715 -2.78373 3.67193 -0.051 -0.017 -0.116 0.123
H 5.91412 -2.61385 2.74864 -0.146 -0.021 -0.075 0.363
H 4.57676 -3.58560 2.09108 0.033 0.046 0.091 0.012
H 4.23888 -0.37212 3.61602 0.182 -0.049 -0.397 0.358
C 2.78641 -5.08800 6.36203 -0.248 -0.035 -0.240 -1.312
C 4.28363 -5.04302 6.10179 -0.190 -0.056 0.536 0.759
C 5.05407 -5.81094 7.16407 0.289 -0.180 -0.035 -1.419
O 4.72034 -3.68642 6.08988 0.086 0.358 -0.014 -0.532
H 2.54227 -4.62889 7.32663 0.108 -0.113 0.020 0.397
H 2.24559 -4.52090 5.59671 0.106 -0.140 0.037 0.277
H 2.41634 -6.11800 6.36173 0.008 0.129 0.010 0.361
H 4.49836 -5.46520 5.11406 0.001 0.261 0.066 0.085
H 4.89030 -5.37746 8.15714 -0.132 -0.049 -0.069 0.352
H 6.13095 -5.75958 6.97089 -0.168 -0.045 -0.045 0.350
H 4.75204 -6.86264 7.18782 0.040 0.110 0.039 0.363
H 4.53362 -3.30344 6.96313 0.078 -0.218 -0.365 0.323
C 0.17012 8.04909 3.97568 -0.261 -0.048 -0.277 -1.382
C 1.66734 8.09406 3.71544 -0.222 0.049 0.627 1.238
C 2.43778 7.32614 4.77772 0.284 -0.204 -0.046 -1.274
O 2.10405 9.45066 3.70353 0.147 0.276 -0.040 -0.559
H -0.07402 8.50819 4.94028 0.125 -0.113 0.020 0.380
H -0.37071 8.61619 3.21036 0.122 -0.156 0.049 0.339
H -0.19996 7.01908 3.97538 0.008 0.129 0.005 0.334
H 1.88207 7.67189 2.72771 -0.064 0.226 0.118 -0.414
H 2.27401 7.75962 5.77079 -0.127 -0.049 -0.080 0.340
H 3.51466 7.37751 4.58454 -0.146 -0.041 -0.035 0.329
H 2.13574 6.27444 4.80147 0.037 0.104 0.041 0.352
H 1.91733 9.83364 4.57678 0.063 -0.204 -0.389 0.350
C 4.51595 -6.37671 0.51312 0.368 0.061 -0.035 -1.246
C 3.87482 -7.18959 1.62649 -0.415 0.293 -0.470 0.406
C 2.68342 -7.98476 1.11660 -0.099 -0.339 0.109 -1.338
O 3.44748 -6.31265 2.66551 -0.041 0.150 0.281 -0.409
H 3.80551 -5.65382 0.09655 -0.056 -0.156 -0.007 0.293
H 5.36432 -5.80001 0.89721 -0.078 -0.154 -0.037 0.286
H 4.86979 -7.02430 -0.29515 -0.046 0.110 0.050 0.411
H 4.61553 -7.87194 2.05741 -0.129 0.201 0.139 0.277
H 1.90798 -7.31886 0.72140 0.158 0.015 -0.068 0.344
H 2.22449 -8.55521 1.93121 0.135 0.041 -0.108 0.327
H 2.98228 -8.68060 0.32645 -0.078 0.078 0.062 0.375
H 2.78949 -5.70306 2.29193 0.289 -0.275 0.132 0.292
C -4.83048 1.05058 0.38569 0.145 0.362 0.030 -1.279
C -5.87332 0.64068 -0.64187 0.185 -0.613 0.448 0.350
C -6.77459 -0.46114 -0.10761 -0.373 0.215 -0.054 -1.210
O -5.21880 0.18430 -1.82278 0.208 -0.099 -0.433 -0.412
H -4.18182 0.20604 0.64420 -0.160 -0.025 0.017 0.338
H -4.18120 1.83550 -0.01699 -0.140 -0.068 0.055 0.333
H -5.30239 1.42155 1.30086 0.069 -0.065 -0.072 0.357
H -6.47938 1.51031 -0.91825 0.158 -0.144 -0.180 0.239
H -6.19483 -1.35930 0.13344 0.085 0.115 0.078 0.324
H -7.51220 -0.75464 -0.86221 0.075 0.105 0.091 0.347
H -7.30483 -0.13552 0.79276 0.123 -0.161 -0.220 0.335
H -4.67827 -0.58789 -1.58686 -0.244 0.364 0.005 0.299
C -7.91242 -0.14812 4.74756 0.128 0.341 0.060 -1.249
C -8.95526 -0.55802 3.72000 0.260 -0.514 0.408 0.362
C -9.85653 -1.65984 4.25426 -0.367 -0.034 -0.064 -1.290
O -8.30073 -1.01440 2.53910 -0.004 -0.060 -0.057 -0.471
H -7.26375 -0.99266 5.00608 -0.167 -0.022 0.020 0.333
H -7.26314 0.63680 4.34489 -0.155 -0.062 0.054 0.290
H -8.38433 0.22285 5.66274 0.091 -0.054 -0.072 0.378
H -9.56131 0.31161 3.44362 0.157 -0.148 -0.177 0.270
H -9.27676 -2.55800 4.49531 0.048 0.147 0.075 0.341
H -10.59414 -1.95334 3.49967 0.080 0.119 0.114 0.324
H -10.38677 -1.33422 5.15463 0.054 -0.083 -0.079 0.374
H -7.76020 -1.78659 2.77502 -0.241 0.329 -0.071 0.309
```
Forces are in eV/Å.

Computed properties:
F_max = 0.1880 Eh/bohr
LUMO level = 0.069 eV
HOMO-LUMO gap = 9.57 eV
structure (SMILES) = NOC(=O)OCCCCOC=O.CC(C)O.CC(C)O.CC(C)O.CC(C)O.CC(C)O.CC(C)O.CC(C)O.CC(C)O.CC(C)O
HOMO energy = -9.498 eV
E_tot = -2414.96139 a.u.